C44H58BaN8PSeSi | the ωB97M-V functional and the def2-TZVPD basis

```
114
Properties=species:S:1:pos:R:3:forces:R:3:lowdin_charge:R:1
Ba -22.807463 3.816198 -0.376371 0.5709 0.2548 -0.8750 1.181
N -25.697130 2.736853 2.088491 -0.5424 -0.0128 -0.4494 -0.111
P -25.863218 3.312773 0.421115 -0.2200 0.5337 1.6162 0.939
C -27.228863 4.440424 0.847341 -0.4111 0.6547 0.0962 -0.378
C -28.525392 4.028395 1.139056 -0.4898 -0.4307 -0.2481 -0.097
C -29.502768 4.918950 1.590263 -0.3148 0.2498 -0.1603 -0.065
C -29.249763 6.298279 1.556143 -0.5520 -0.0760 -0.0630 -0.068
C -27.970332 6.720662 1.214930 0.1089 0.3145 1.0951 -0.081
C -26.961008 5.797501 1.015113 0.6024 -0.1405 -0.6465 -0.119
C -26.665687 2.027257 -0.524327 -0.5920 -0.6813 0.1077 -0.405
C -26.339314 0.692051 -0.283245 -0.3067 -0.2714 0.5053 -0.107
C -26.982323 -0.330253 -0.963134 -0.0683 -0.4134 0.0424 -0.079
C -27.857282 -0.004555 -1.976383 -0.7850 -0.2265 -0.8743 -0.089
C -28.156680 1.318972 -2.279928 0.1923 0.6417 0.3820 -0.066
C -27.620193 2.348416 -1.496896 0.7225 -0.5971 -0.6605 -0.102
C -24.562774 2.233079 2.661586 0.7689 -0.6747 0.6144 -0.400
C -24.587956 1.854977 4.047325 -0.9929 0.3684 -0.6189 -0.019
C -23.486294 1.255872 4.588160 -0.2684 0.1209 1.2172 -0.083
C -22.454801 0.883970 3.741617 1.5762 -0.9626 -0.5677 -0.086
C -22.413529 1.361317 2.439673 -1.8658 1.0819 1.2974 -0.136
N -23.437640 2.115680 1.915853 -0.0559 -0.5347 0.4979 -0.047
H -26.523317 2.738615 2.703234 0.6033 0.0711 -0.6456 0.120
H -28.810949 3.002900 0.915649 0.0269 -0.0133 0.4020 0.110
H -30.478300 4.534836 1.927893 0.5164 0.2375 -0.4108 0.115
H -30.047508 7.051776 1.757346 0.7502 -0.8435 -0.0207 0.123
H -27.711374 7.771559 1.309088 -0.0725 -0.0812 -0.2820 0.111
H -25.931504 6.120503 0.902777 -0.1378 0.2228 -0.0245 0.080
H -25.665207 0.424706 0.521597 0.1600 0.1331 -0.0128 0.100
H -26.863963 -1.397147 -0.723041 0.3247 0.6805 -0.0054 0.120
H -28.338528 -0.800730 -2.561212 0.2619 0.3673 0.2991 0.117
H -28.791157 1.588287 -3.119445 -0.0418 -0.2097 0.1780 0.113
H -27.808025 3.385592 -1.749516 -0.2356 -0.0355 0.1195 0.108
H -25.521962 1.967151 4.640102 0.8724 0.2862 -0.4848 0.125
H -23.411097 1.149450 5.704102 -0.1946 -0.4365 -1.3341 0.136
H -21.684709 0.151682 4.064366 -0.3599 1.0193 -0.0715 0.119
H -21.518094 1.304987 1.874533 0.5181 -0.3337 -0.6897 0.079
C -16.262286 3.607406 1.175436 0.2664 0.1446 0.9053 -0.021
N -17.682850 3.722343 1.483783 -2.8116 -0.3737 -0.5119 -0.109
C -18.308406 4.618372 2.369939 0.0269 -0.1007 -1.7013 -0.057
C -19.647714 4.600562 2.090868 -0.0332 -0.9040 0.3476 -0.159
N -19.925576 3.624597 1.151529 0.5850 0.0490 -0.3847 -0.031
C -18.756425 3.130426 0.783519 0.7847 0.8683 0.8020 -0.152
H -15.724132 4.061083 2.023882 -0.1074 -0.0179 -0.5044 0.098
H -15.995101 4.112122 0.241570 -0.1521 -0.0549 0.2067 0.086
H -15.931319 2.567964 1.153531 -0.2737 0.0095 -0.1746 0.093
H -17.761375 5.335362 2.928509 0.4791 0.1464 0.5214 0.107
H -20.478309 5.116821 2.564746 0.4747 0.0699 0.0071 0.100
H -18.657817 2.362659 0.021406 0.3168 0.2125 0.2138 0.125
N -21.814352 8.028611 -0.839300 0.1638 0.4111 0.4119 0.139
C -23.178443 8.060611 -0.849052 -0.2640 -0.1116 0.4260 -0.395
C -23.860220 9.304444 -0.905787 0.1186 -0.2130 -0.6311 -0.026
C -25.148105 9.263346 -1.383685 -0.7679 -1.6733 0.2777 -0.043
C -25.777306 7.979774 -1.579634 0.5850 0.9054 -0.3953 -0.076
C -25.054892 6.838980 -1.350476 -0.0182 -0.6056 0.7576 -0.197
N -23.808482 6.869140 -0.827026 0.7538 0.0606 -1.2625 0.029
H -21.297132 8.872084 -1.092585 -0.3599 -0.6858 0.2020 0.114
H -21.422745 7.136967 -1.087331 0.3191 0.0437 -0.1174 0.070
H -23.299112 10.225617 -0.716321 -0.3203 -0.3079 -0.2608 0.116
H -25.720359 10.139092 -1.646132 0.0626 0.2585 0.2735 0.107
H -26.785779 7.873203 -1.937922 -0.1442 0.2666 -0.2133 0.100
H -25.451588 5.807980 -1.556402 0.1782 1.1643 0.3366 0.102
C -24.364484 1.085727 -3.182573 -1.6026 -0.9928 0.4914 -0.288
Si -23.721700 2.768080 -3.699084 0.0112 1.2253 2.3614 0.290
C -25.234638 3.671249 -4.349114 -1.3047 0.1535 -1.1723 -0.303
C -22.671679 2.597668 -5.213357 1.6325 -0.4190 -0.3103 -0.300
H -25.487636 0.947050 -3.337411 1.2781 0.1720 -0.0192 0.035
H -24.222116 0.893698 -2.095697 0.0296 0.0869 -0.6391 -0.016
H -23.861588 0.278153 -3.707558 0.0623 -0.2960 -0.1403 0.013
H -25.672666 3.026928 -5.161966 0.2369 0.5531 0.3502 0.031
H -25.090535 4.690006 -4.789842 0.0869 -0.7514 0.3715 0.023
H -26.056816 3.752959 -3.615866 0.3899 0.0324 -0.0256 -0.016
H -22.140821 3.533277 -5.470094 -0.4370 -0.3023 0.0115 -0.005
H -23.305061 2.311150 -6.033679 -0.2960 -0.1062 -0.6677 0.016
H -21.865685 1.822042 -5.134530 -0.6367 0.5121 0.0827 0.037
C -14.494829 3.625176 -4.040685 -0.4859 0.3497 0.1059 -0.097
C -15.750882 4.506930 -3.788538 1.3728 1.0998 0.0418 -0.262
C -16.932600 3.816241 -3.152997 -0.6791 -0.4392 0.9337 -0.210
C -17.787862 2.887059 -4.051987 -0.0808 0.9001 -0.9557 -0.117
N -18.729883 3.700175 -4.886587 0.2039 -0.9802 -0.5201 -0.027
C -19.868476 4.330345 -4.483702 1.2323 1.1756 1.1063 -0.662
Se -20.622544 3.913724 -2.854871 0.4217 0.8343 -0.3148 0.512
N -20.131300 5.333783 -5.404070 0.2822 -0.6918 -0.8218 0.007
C -20.859748 6.595981 -5.205437 -0.3873 -0.1967 0.0342 -0.141
C -20.108556 7.738303 -4.545926 1.0145 -0.1625 0.4729 -0.192
C -18.960293 8.319214 -5.420740 0.4877 -0.1340 1.1362 -0.245
C -19.334634 9.351862 -6.497726 0.3168 -0.0147 0.1996 -0.107
C -19.332838 5.078272 -6.548252 0.5516 -0.4524 0.9296 -0.150
C -19.244966 5.612516 -7.810016 0.0663 0.3568 -0.3480 -0.010
C -18.113828 5.292092 -8.570567 -1.1269 0.4601 -0.3291 -0.076
C -17.152403 4.414859 -8.124908 0.5352 -0.5928 -0.1338 -0.082
C -17.371516 3.679397 -6.976218 1.3968 -0.4105 0.1659 -0.020
C -18.422262 4.067585 -6.195293 -0.7823 0.4124 1.1687 -0.163
H -13.623920 4.282183 -4.169374 -0.1711 -0.3586 -0.1170 0.074
H -14.639281 3.026581 -4.942091 0.1836 -0.0005 -0.0294 0.056
H -14.281116 2.922111 -3.221538 -0.1449 0.3302 -0.0858 0.073
H -16.027983 4.994069 -4.731263 -0.1820 -0.3211 -0.0859 0.096
H -15.428697 5.425870 -3.199220 -0.4656 -1.2790 -0.1572 0.121
H -17.554442 4.577819 -2.663144 -0.3248 -0.2077 -0.4076 0.090
H -16.630957 3.201402 -2.288432 0.3304 0.0269 -0.2906 0.103
H -18.394137 2.174197 -3.511019 0.0584 -0.0700 0.3132 0.086
H -17.136604 2.334238 -4.766690 -0.5469 0.3151 0.5831 0.119
H -21.722996 6.352665 -4.614045 -0.5871 -0.1153 0.1686 0.107
H -21.175543 6.983311 -6.165829 -0.3045 -0.4367 -0.4029 0.120
H -19.689750 7.361567 -3.593074 0.0387 0.0883 -0.3469 0.103
H -20.825715 8.505412 -4.229160 -0.0393 -0.0273 -0.3508 0.113
H -18.410595 7.432123 -5.822508 -0.2326 0.8613 0.0857 0.100
H -18.266214 8.840043 -4.696609 -0.4585 -0.5949 -0.8534 0.116
H -20.187503 9.103296 -7.120707 -0.1934 -0.3786 -0.0497 0.059
H -18.483317 9.505819 -7.179865 -0.2817 0.0719 0.3034 0.077
H -19.586408 10.307037 -6.017548 0.1549 -0.1652 -0.1411 0.074
H -20.004013 6.268160 -8.215086 0.0773 0.1442 0.0559 0.116
H -18.103800 5.690100 -9.572177 0.4362 0.2201 -0.0774 0.107
H -16.201756 4.266433 -8.627264 -0.3723 -0.0604 -0.4127 0.113
H -16.639514 2.897011 -6.680273 -0.6960 0.7504 -0.1236 0.122
```
Positions in Å, forces in eV/Å.

## Properties
HOMO energy (spin up / spin down): -6.7 / -6.7 eV
E_tot: -5207.08447 Ha
Charge: +1
Kohn-Sham gap (spin up / spin down): 4.88 / 4.88 eV